44
Properties=species:S:1:pos:R:3:forces:R:3 method="wB97M-V/def2-TZVPD" gap_ev=3.4 spin_multiplicity=1 largest_force_ev_per_a=1.77 e_lumo_ev=-2.7
F -0.8858 -2.6520 4.3410 0.763 0.499 -0.595
C 0.0947 -2.0782 3.5633 -0.480 0.177 0.245
C 1.3769 -2.6187 3.6172 0.076 0.326 -0.377
C 2.3662 -2.0135 2.8260 -0.226 -0.053 0.344
C 2.0645 -0.9333 2.0061 -0.241 0.075 -0.332
C 0.7427 -0.4129 1.9193 0.104 -0.593 0.649
C 0.4270 0.6354 0.9870 0.696 -0.239 -0.729
C -0.8259 1.2467 0.9023 -0.888 1.056 -0.668
C -1.1616 2.3867 0.1732 0.962 -1.285 0.445
C -2.4801 2.9568 0.1256 -1.470 0.676 0.174
C -3.5520 2.4511 0.9205 0.089 0.446 -0.495
C -4.8105 3.0341 0.8175 -0.155 -0.347 0.266
F -5.8356 2.5081 1.5720 0.856 0.446 -0.575
C -5.0908 4.1137 -0.0172 0.548 -0.149 -0.063
C -4.0318 4.6321 -0.7808 -0.344 -0.191 0.241
C -2.7591 4.0784 -0.7095 0.229 -0.495 0.297
C -0.2396 -0.9738 2.7874 0.372 -0.405 -0.182
H 1.5947 -3.4710 4.2569 -0.107 0.205 -0.142
H 3.3876 -2.3968 2.8736 -0.326 0.141 -0.083
H 2.8491 -0.4838 1.3930 -0.271 -0.175 0.136
H 1.2435 0.9876 0.3503 -0.201 0.099 0.341
H -1.6369 0.7675 1.4510 0.239 0.196 -0.077
H -0.3930 2.8864 -0.4246 -0.157 -0.193 0.203
H -3.3938 1.6195 1.6050 -0.237 0.258 -0.180
H -6.0946 4.5283 -0.0679 0.224 -0.118 0.046
H -4.2296 5.4770 -1.4426 0.136 -0.243 0.204
H -1.9512 4.5069 -1.3062 -0.220 -0.170 0.153
H -1.2499 -0.5696 2.8268 0.261 -0.306 0.058
C 1.2343 -0.6508 -3.5978 -1.492 0.702 0.640
C 0.1288 -0.4855 -2.7177 1.423 -0.109 -0.886
C 0.3960 -1.2266 -1.5364 -0.536 0.178 0.561
C 1.6445 -1.9070 -1.6827 1.130 0.069 -1.002
C 2.2008 -1.4989 -2.9746 0.282 -1.017 1.325
C 3.4514 -1.9818 -3.3755 -0.627 0.229 0.093
C 4.1476 -2.8517 -2.5256 -0.110 -0.203 0.540
C 3.5957 -3.2729 -1.2968 0.245 0.079 -0.516
C 2.3309 -2.8323 -0.8896 -0.348 0.578 -0.007
H 1.3609 -0.2173 -4.5857 -0.186 -0.020 0.193
H -0.7664 0.1028 -2.9098 0.307 -0.155 0.047
H -0.2574 -1.3410 -0.6795 -0.115 -0.127 -0.290
H 3.8565 -1.6858 -4.3469 -0.006 -0.146 0.327
H 5.1310 -3.2225 -2.8219 -0.305 0.105 0.092
H 4.1555 -3.9618 -0.6595 -0.172 0.191 -0.265
H 1.8647 -3.1798 0.0336 0.278 0.011 -0.157